# 1
DFT (ωB97M-V/def2-TZVPD) results for C23H43Cl3InN3O4Si as an isolated structure.

Results
HOMO-LUMO gap in eV: 6.67
LUMO in Ha: 0.0075
Total energy in eV: -87831.428
ΔE to the lowest compared entry with this formula, charge and spin in kcal/mol: 39.2
Spin multiplicity: 1

Last column: Mulliken charge in e.
Element x y z (Å)
C (-1.6697, -2.1882, -3.4768)  -1.57
C (-1.1282, -2.8987, -2.2829)  0.31
H (-1.8911, -2.9073, -4.2716)  0.45
H (-0.9432, -1.4574, -3.8601)  0.10
H (-2.5844, -1.6414, -3.2137)  0.29
C (-0.5636, -4.1133, -2.3197)  0.42
C (-0.3560, -4.9023, -3.5734)  -1.75
H (-0.2093, -4.5813, -1.3940)  0.34
H (0.2046, -4.3322, -4.3287)  0.31
H (-1.3061, -5.2064, -4.0353)  0.37
H (0.2206, -5.8055, -3.3405)  0.38
In (0.1716, 1.3191, 0.3601)  0.95
Cl (-2.2352, 1.0392, 0.3681)  -0.47
Cl (1.5210, 3.2744, -0.1903)  -0.46
H (1.3200, 5.0171, 3.8145)  0.32
H (-1.2096, 6.3096, 3.4408)  0.33
C (1.2007, 4.8928, 2.7299)  -0.94
C (-1.0121, 5.9954, 2.4063)  -0.93
N (-0.2134, 4.7845, 2.3724)  0.42
H (1.7448, 4.0126, 2.3803)  0.25
C (-0.8122, 3.6139, 2.1734)  0.04
O (-0.2007, 2.5138, 2.2797)  -0.66
H (-1.9632, 5.7826, 1.9084)  0.30
H (-1.8767, 3.6414, 1.8797)  0.42
H (1.6055, 5.7855, 2.2440)  0.33
H (-0.4851, 6.8060, 1.8934)  0.32
H (1.8569, -1.2823, -2.9333)  0.11
H (2.3323, -3.6130, -1.3185)  0.20
C (2.8096, -1.0091, -2.4522)  -0.87
C (3.1920, -2.9883, -1.0220)  -0.77
N (2.8733, -1.5748, -1.1097)  0.33
H (2.9000, 0.0803, -2.4090)  0.20
C (2.4834, -0.8625, -0.0423)  -0.04
O (2.1555, 0.3420, -0.1402)  -0.67
H (3.4803, -3.2326, 0.0081)  0.32
H (2.4982, -1.3992, 0.9182)  0.59
H (3.6419, -1.4435, -3.0181)  0.42
H (4.0259, -3.1955, -1.7048)  0.35
O (-0.0221, -1.2486, -1.1455)  -0.10
C (-1.0540, -2.0636, -0.9940)  -0.25
C (0.2400, -3.2481, 0.8612)  1.31
C (-0.9845, -2.9157, 0.2875)  -0.29
H (1.1480, -2.8018, 0.4492)  -0.24
C (0.3027, -4.1829, 1.9016)  -1.02
H (-1.9884, -1.4815, -0.9188)  0.36
C (-2.1669, -3.4207, 0.8196)  -0.47
H (1.2803, -4.4666, 2.3072)  0.39
C (-0.8858, -4.7391, 2.3943)  -0.58
C (-2.1209, -4.3474, 1.8594)  -0.75
H (-3.1062, -3.0973, 0.3659)  0.43
H (-0.8416, -5.4648, 3.2117)  0.36
H (-3.0467, -4.7726, 2.2524)  0.39
Si (-0.3469, 3.0820, -3.0280)  0.21
Cl (-0.1845, 1.0678, -2.2106)  0.26
C (1.3989, 3.6131, -3.4456)  -0.97
C (-1.2511, 4.0449, -1.7098)  -0.74
C (-1.4207, 2.9390, -4.5574)  -1.07
H (2.1317, 2.8431, -3.1724)  0.24
H (1.6714, 4.5373, -2.9211)  0.32
H (1.4792, 3.8039, -4.5244)  0.36
H (-0.9047, 2.3843, -5.3555)  0.27
H (-1.6676, 3.9323, -4.9570)  0.32
H (-2.3650, 2.4252, -4.3287)  0.28
H (-1.7076, 3.3694, -0.9712)  0.09
H (-2.0486, 4.6324, -2.1861)  0.50
H (-0.5707, 4.7280, -1.1848)  0.24
C (0.5879, 0.7716, 4.6469)  -0.78
N (-0.2177, -0.3590, 4.1862)  0.29
C (-0.9360, -1.1450, 5.1803)  -0.84
C (-0.3195, -0.6298, 2.8902)  -0.13
O (0.4618, -0.1365, 2.0318)  -0.61
H (0.7691, 0.6118, 5.7111)  0.41
H (0.0514, 1.7189, 4.4972)  0.17
H (1.5293, 0.8040, 4.0859)  0.24
H (-2.0258, -1.0204, 5.0844)  0.33
H (-0.6974, -2.2137, 5.0600)  0.31
H (-0.6135, -0.8012, 6.1684)  0.27
H (-1.1355, -1.3280, 2.6185)  0.44

***

# 2
DFT (ωB97M-V/def2-TZVPD) results for a 2-piece molecular cluster, C4H10O overall.

Results
HOMO-LUMO gap in eV: 10.40
SMILES: C/C=C/C.O
LUMO in Ha: 0.0360
Total energy in eV: -6356.919
ΔE to the lowest compared entry with this formula, charge and spin in kcal/mol: 20.4
Spin multiplicity: 1

Last column: natural (NBO) charge in e.
Element x y z (Å)
C (-2.3411, -0.3032, 0.5319)  -0.64
C (-1.1121, -0.4822, -0.2534)  -0.19
C (-0.3215, 0.5299, -0.5449)  -0.19
C (1.0227, 0.4150, -1.3123)  -0.65
H (-2.2175, -0.7551, 1.5304)  0.22
H (-3.1485, -0.8361, 0.0020)  0.21
H (-2.6389, 0.7514, 0.6574)  0.22
H (-0.7719, -1.4859, -0.5404)  0.20
H (-0.5787, 1.5790, -0.3479)  0.19
H (0.9304, 0.8164, -2.3355)  0.22
H (1.3106, -0.6479, -1.3761)  0.20
H (1.8227, 0.9654, -0.7893)  0.21
O (2.6314, 0.0589, 1.9094)  -0.94
H (2.0947, 0.0297, 1.0853)  0.47
H (3.3175, -0.6352, 1.7833)  0.47

***

# 3
DFT (ωB97M-V/def2-TZVPD) results for C32H34AsF3IMoN4O6S as an isolated structure.

Results
Charge: +1
HOMO-LUMO gap (spin up / spin down) in eV: 7.27 / 7.14
LUMO (spin up / spin down) in Ha: -0.1396 / -0.1405
Total energy in eV: -141759.495
Spin multiplicity: 1

Last column: Mulliken charge in e.
Element x y z (Å)
Mo (1.0189, 0.1250, -0.6513)  0.47
C (1.3981, 3.7399, 1.6150)  -0.94
C (0.9499, 2.6829, 2.5850)  0.24
N (0.5489, 3.0813, 3.7886)  -0.67
C (0.1786, 2.1661, 4.6792)  -0.92
C (0.2529, 0.8010, 4.4599)  0.92
C (-0.1894, -0.1671, 5.5353)  -1.09
O (0.8423, -1.0505, 5.9690)  -0.52
C (0.7063, 0.3627, 3.2174)  0.42
C (0.9214, -1.0881, 2.9623)  -0.15
N (1.5551, -1.4757, 1.9507)  0.16
C (1.9059, -2.8233, 1.7322)  0.76
C (1.4027, -3.9312, 2.4163)  -0.51
C (1.8709, -5.2048, 2.1437)  -0.97
C (2.8527, -5.4118, 1.1815)  -0.56
C (3.3576, -4.3337, 0.4669)  -0.60
C (2.8647, -3.0752, 0.7511)  0.04
I (3.5625, -1.4294, -0.3672)  0.30
C (0.9772, 1.3316, 2.2581)  -0.36
O (1.1851, 0.9418, 0.9503)  0.19
H (0.8483, 4.6600, 1.8017)  0.43
H (2.4593, 3.9554, 1.7655)  0.29
H (1.2604, 3.4302, 0.5847)  -0.06
H (-0.1828, 2.5513, 5.6287)  0.38
H (-0.6008, 0.3976, 6.3717)  0.41
H (-0.9838, -0.8001, 5.1465)  0.34
H (1.4851, -0.5573, 6.4887)  0.33
H (0.6066, -1.7756, 3.7445)  0.28
H (0.6214, -3.7954, 3.1557)  0.44
H (1.4634, -6.0469, 2.6905)  0.41
H (3.2213, -6.4086, 0.9746)  0.41
H (4.1111, -4.4770, -0.2970)  0.45
C (-6.9406, -2.2082, -2.0420)  -1.48
C (-5.5563, -2.0449, -1.4656)  0.82
C (-4.4308, -2.2594, -2.2539)  -0.92
C (-3.1502, -2.1341, -1.7377)  -0.28
C (-2.9824, -1.7775, -0.4062)  0.71
C (-4.0985, -1.5452, 0.4012)  -1.20
C (-5.3691, -1.6740, -0.1333)  -0.84
S (-1.4305, -1.6568, 0.4480)  0.75
O (-1.4698, -0.3967, 1.1606)  -0.49
O (-1.2929, -2.8553, 1.2279)  -0.64
N (-0.1891, -1.5130, -0.5766)  0.91
C (0.1135, -2.5823, -1.5358)  -0.68
C (0.5272, -1.8475, -2.8054)  0.49
O (0.4579, -2.2962, -3.9080)  -0.63
O (1.0283, -0.6255, -2.4986)  -0.31
H (-6.9981, -3.0971, -2.6719)  0.39
H (-7.2065, -1.3475, -2.6609)  0.30
H (-7.6868, -2.2969, -1.2533)  0.37
H (-4.5521, -2.5378, -3.2966)  0.42
H (-2.3068, -2.3099, -2.3919)  0.28
H (-3.9604, -1.2729, 1.4426)  0.51
H (-6.2331, -1.4902, 0.4965)  0.35
H (-0.7122, -3.2559, -1.7245)  0.49
H (0.9623, -3.1909, -1.2122)  0.10
C (-2.5069, 2.0420, -0.1599)  -1.05
As (-0.9855, 1.5975, -1.2640)  1.41
C (-0.5128, 3.4184, -1.7724)  -1.22
C (-1.8523, 1.0006, -2.8842)  -1.11
H (-3.0097, 2.8803, -0.6301)  0.52
H (-2.1776, 2.3078, 0.8417)  0.29
H (-3.1712, 1.1865, -0.0874)  0.21
H (-1.3570, 3.8442, -2.3073)  0.52
H (0.3681, 3.4655, -2.4047)  0.27
H (-0.3394, 4.0030, -0.8741)  0.38
H (-2.6441, 1.6992, -3.1369)  0.50
H (-2.2837, 0.0195, -2.7144)  0.07
H (-1.1397, 0.9327, -3.7025)  0.35
F (6.1184, 4.5442, -2.6779)  -0.25
C (4.9304, 4.4984, -3.2895)  0.83
F (5.1304, 4.3162, -4.5977)  -0.26
F (4.3267, 5.6819, -3.1172)  -0.24
C (4.0641, 3.4061, -2.7112)  0.30
C (3.1483, 2.7394, -3.4975)  -0.83
C (2.3016, 1.8238, -2.9056)  -0.73
N (2.3287, 1.5401, -1.5940)  0.83
C (3.2700, 2.1546, -0.8552)  -0.68
C (4.1373, 3.0960, -1.3691)  -1.11
H (3.0863, 2.9236, -4.5619)  0.53
H (1.5818, 1.2764, -3.4910)  0.45
H (3.3253, 1.8759, 0.1849)  0.81
H (4.8673, 3.5670, -0.7234)  0.50